A.
{"formula": "C5H9N2OS", "method": "the ωB97M-V functional and the def2-TZVPD basis", "symbols": ["C", "C", "C", "C", "C", "N", "N", "O", "S", "H", "H", "H", "H", "H", "H", "H", "H", "H"], "xyz": [[-0.1314, -0.1725, -0.6677], [0.0173, 1.0949, 1.5647], [-0.4690, -0.8266, -1.7573], [1.5087, -0.3652, 0.3633], [-1.7343, -0.5898, -2.5120], [1.1695, 0.4435, 1.4928], [-0.3329, 1.8118, 2.6194], [1.7524, -1.6396, 0.7439], [-1.0442, 1.0356, 0.2083], [0.1760, -1.5994, -2.1484], [2.2534, 0.0964, -0.2839], [-2.1180, 0.4156, -2.3471], [-2.4922, -1.3018, -2.1819], [-1.5634, -0.7455, -3.5736], [1.7431, 0.3142, 2.3192], [0.2448, 1.8890, 3.4410], [-1.2258, 2.2783, 2.6363], [2.2458, -2.1390, 0.0829]], "orbital_gap_ev": 9.50, "e_lumo_ev": -3.3627, "charge": 1, "homo_ev": -12.86}



B.
{"formula": "C5H9N2OS", "method": "the ωB97M-V functional and the def2-TZVPD basis", "symbols": ["C", "C", "C", "C", "C", "N", "N", "O", "S", "H", "H", "H", "H", "H", "H", "H", "H", "H"], "xyz": [[0.2502, -0.9895, -1.1194], [0.7726, 0.7383, -0.5816], [-1.1241, -1.3982, -0.8669], [-0.2150, 1.3118, 0.3577], [-1.1857, 0.2739, 0.9374], [-1.8130, -0.6865, 0.0967], [2.2783, 0.7707, -0.7170], [-1.6388, -2.2480, -1.5779], [0.0240, -0.7274, 2.2086], [0.6175, -1.3423, -2.0760], [0.2826, 1.7627, 1.1083], [-0.7562, 1.9343, -0.3579], [-1.7556, 0.7237, 1.7443], [-2.6991, -1.1436, 0.1208], [2.7709, 0.4305, 0.0718], [2.5799, 1.7460, -0.7315], [2.4922, 0.3093, -1.5305], [-0.8809, -1.4657, 2.9129]], "orbital_gap_ev": [7.49, 7.47], "e_lumo_ev": [-5.2558, -5.2921], "smiles": "[NH3+]C1=CC(=O)N[C@@H](S)C1", "charge": 1, "homo_ev": [-12.75, -12.76]}



C.
{"formula": "C5H9N2OS", "method": "the ωB97M-V functional and the def2-TZVPD basis", "symbols": ["C", "C", "C", "C", "C", "N", "N", "O", "S", "H", "H", "H", "H", "H", "H", "H", "H", "H"], "xyz": [[0.5218, 1.6446, -0.2380], [-2.2665, 0.0850, -0.8678], [0.3824, 0.2142, 0.2674], [0.9164, -0.7677, -0.7125], [0.9461, 0.0443, 1.7203], [-0.5772, 2.3943, 0.1955], [-1.6105, 1.7346, 0.7049], [1.4021, 2.0320, -0.9291], [-1.4605, 0.0587, 0.6879], [-1.6370, 0.4723, -1.7253], [-3.2554, -0.0583, -0.7499], [0.4809, -0.5299, -1.6421], [0.6292, -1.6956, -0.4288], [1.9527, -0.9293, -0.5894], [0.5662, 0.8064, 2.3945], [2.0104, 0.2261, 1.6755], [0.6487, -0.8356, 2.2412], [-0.8059, 3.3245, -0.3368]], "orbital_gap_ev": [7.83, 8.81], "e_lumo_ev": [-6.1699, -5.9152], "smiles": "C=S1#[N+]NC(=O)C1(C)C", "charge": 1, "homo_ev": [-14.00, -14.72]}



Which one sits at the bottom of the stability order? B does.